Version w
Computed, not measured: a cluster of 2 separate species, C5H14NO3 in total, with ωB97M-V/def2-TZVPD.

The geometry in XYZ format:
```
23
C5H14NO3 ωB97M-V/def2-TZVPD
O 1.00417 2.31496 -1.20421
C -0.14601 2.00008 -1.11124
C -0.72094 0.97643 -0.14895
C -0.89453 -0.37157 -0.91375
C -0.37574 -1.72850 -0.40118
C -1.16899 -2.29404 0.79919
O -1.04814 -1.37851 1.91290
N 0.23911 0.79248 0.99252
H -0.90539 2.39324 -1.81566
H -1.62045 1.38647 0.30816
H -0.55009 -0.17924 -1.93034
H -1.97280 -0.54054 -1.00212
H 0.68363 -1.71073 -0.14910
H -0.51770 -2.46508 -1.18960
H -2.22260 -2.33604 0.53082
H -0.68405 -3.23098 1.06588
H -1.81477 -1.49095 2.46517
H -0.02111 -0.01445 1.58610
H 1.19282 0.55213 0.57617
H 0.41898 1.62766 1.54895
H 2.86175 0.81907 -0.80331
H 3.19786 -0.16407 0.27716
O 2.51659 0.00321 -0.39288
```

Results
charge: +1
E_HOMO: -14.3 eV
orbital gap: 0.415 Eh

---

Version x
Computed, not measured: a cluster of 2 separate species, C5H14NO3 in total, with ωB97M-V/def2-TZVPD.

The geometry in XYZ format:
```
23
C5H14NO3 ωB97M-V/def2-TZVPD
C 1.57508 0.84104 -0.98268
C 1.32358 1.27500 1.40788
C -2.28085 0.98981 -0.91274
C -0.73905 -2.70826 -0.21987
C 0.55625 -1.01646 0.71772
N 1.52513 0.21487 0.38379
O 0.45814 -1.32356 1.87256
O -1.38083 0.44320 0.09986
O 0.09067 -1.55540 -0.34637
H 2.33204 1.59424 -1.06625
H 1.90455 0.12974 -1.83630
H 0.48809 1.17319 -1.29843
H 0.39686 1.85177 1.11035
H 1.09613 0.76393 2.37490
H 2.04932 2.12955 1.34210
H -2.09304 2.07248 -0.92910
H -3.29948 0.67386 -0.79553
H -2.01418 0.59625 -1.77808
H -1.82231 -2.45588 -0.56486
H -0.70350 -3.12687 0.79162
H -0.32543 -3.31394 -0.95851
H 2.45639 -0.19310 0.61507
H -1.59357 0.94453 0.97287
```

Results
charge: +1
E_HOMO: -14.6 eV
orbital gap: 0.430 Eh

---

Computed energies relative to the best structure, in kJ/mol: version w 0.0; version x 197.2